Entry from OMol25: an isolated molecule of C7H13N3O4 in a non-equilibrium geometry (ωB97M-V with the def2-TZVPD basis set).

Element x y z (Å)
N 0.59 -0.24 -3.59
C 1.20 -1.35 -2.99
O 1.96 -2.15 -3.48
C 0.91 -1.24 -1.49
C -0.40 -0.58 -1.01
C -0.99 -0.89 0.42
N -2.24 -0.06 0.65
C 0.23 -0.63 1.34
O 0.54 -1.52 2.08
N 0.93 0.56 1.10
C 0.39 1.92 1.19
C 0.10 1.90 2.72
O 0.89 1.81 3.59
O -1.20 1.44 3.00
H 0.72 0.57 -2.99
H 0.52 0.01 -4.63
H 1.03 -2.22 -0.97
H 1.83 -0.71 -1.23
H -1.27 -0.98 -1.63
H -0.47 0.44 -1.27
H -1.41 -1.93 0.57
H -3.06 -0.44 0.13
H -2.24 0.14 1.69
H 1.89 0.32 1.43
H 1.18 2.57 0.76
H -0.59 1.97 0.63
H -1.03 1.33 3.97

**Multiplicity**: 1
**LUMO**: 0.42 eV
**Frontier orbital gap**: 9.70 eV
**Structure (SMILES)**: NC(=O)CC[C@H](N)C(=O)NCC(=O)O
**DFT total energy**: -739.72274 Ha

Entry from OMol25: an isolated molecule of C7H13N3O4S in a non-equilibrium geometry (ωB97M-V with the def2-TZVPD basis set).

Element x y z (Å)
N -0.78 2.70 -1.09
C 0.03 2.43 0.08
O -0.37 2.39 1.22
C 1.38 1.81 -0.47
C 1.83 0.89 0.53
N 3.19 0.20 0.52
C 0.88 -0.28 0.32
O 1.03 -1.10 -0.69
N -0.13 -0.39 1.09
C -1.15 -1.40 0.91
C -2.38 -1.05 -0.05
S -1.54 -0.53 -1.65
C -1.14 -2.97 0.64
O -2.14 -3.63 1.03
O -0.10 -3.30 -0.05
H -0.41 2.56 -2.08
H -1.82 2.90 -1.15
H 0.92 1.23 -1.37
H 1.95 2.75 -1.12
H 1.86 1.38 1.62
H 3.42 -0.16 -0.46
H 3.93 1.05 0.69
H -0.42 0.30 1.83
H -1.61 -1.39 1.95
H -2.94 -0.15 0.35
H -2.90 -2.15 -0.32
H -0.97 -1.66 -2.06
H 0.38 -2.44 -0.21

**Multiplicity**: 1
**LUMO**: 0.32 eV
**Frontier orbital gap**: 9.09 eV
**Structure (SMILES)**: NC(=O)C[C@H](N)C(=O)N[C@@H](CS)C(=O)O
**DFT total energy**: -1137.85263 Ha

Entry from OMol25: the ion C7H13N4 with charge +1 in a non-equilibrium geometry (ωB97M-V with the def2-TZVPD basis set).

Element x y z (Å)
N 1.91 -1.83 0.17
C 2.12 -0.49 0.62
C 1.52 0.50 -0.64
N 2.05 1.85 -0.55
C 0.07 0.61 -0.45
C -0.74 -0.58 -0.55
C -2.09 -0.71 -0.09
N -2.77 -1.87 -0.33
C -2.70 0.55 0.39
C -1.82 1.62 0.61
N -0.54 1.68 0.21
H 2.63 -2.37 -0.08
H 1.22 -2.40 0.75
H 3.14 -0.18 0.86
H 1.44 -0.07 1.45
H 1.83 -0.05 -1.48
H 3.08 1.94 -0.31
H 1.85 2.32 -1.40
H -0.23 -1.47 -1.00
H -3.67 -1.90 0.10
H -2.15 -2.72 -0.22
H -3.75 0.42 0.69
H -2.24 2.48 1.07
H -0.15 2.66 0.19

**Multiplicity**: 1
**Total charge**: +1
**LUMO**: -3.64 eV
**Frontier orbital gap**: 8.97 eV
**Structure (SMILES)**: NC[C@H](N)c1cc(=[NH2+])cc[nH]1
**DFT total energy**: -493.29492 Ha

Entry from OMol25: a cluster of 2 separate species, C7H13N4 in total in a non-equilibrium geometry (ωB97M-V with the def2-TZVPD basis set).

Element x y z (Å)
C -3.28 -0.36 0.18
C -2.72 -1.17 -0.80
C -2.76 0.79 0.50
C 2.10 0.74 0.03
C 2.76 0.41 -1.21
C 1.31 1.23 -1.13
C 0.05 0.76 -1.53
N -1.60 -1.01 -1.43
N -0.60 -0.19 -0.88
N -2.45 1.84 0.97
N -0.71 -1.23 1.81
H -4.18 -0.69 0.64
H -3.44 -1.97 -1.18
H 1.56 0.06 0.71
H 2.57 1.48 0.66
H 3.61 1.09 -1.71
H 2.88 -0.61 -1.56
H 1.56 2.22 -1.54
H -0.32 -0.48 0.14
H -0.37 1.07 -2.48
H -2.36 2.60 1.54
H -0.17 -1.87 2.40
H -1.39 -1.91 1.34
H -1.28 -0.75 2.55

**Multiplicity**: 1
**Total charge**: +1
**LUMO**: -3.96 eV
**Frontier orbital gap**: 8.33 eV
**DFT total energy**: -493.15270 Ha

Entry from OMol25: the ion C7H13N4 with charge +1 in a non-equilibrium geometry (ωB97M-V with the def2-TZVPD basis set).

Element x y z (Å)
C -1.32 1.13 -1.44
C -0.20 1.82 -0.92
C -1.32 -0.10 -0.88
C 1.47 -0.33 1.83
C 0.24 -0.92 1.08
C 0.30 3.12 -1.31
C -2.05 -1.40 -1.32
N 0.45 1.04 -0.06
N -0.30 -0.15 0.02
N -0.19 -2.14 1.28
N 2.42 -1.35 1.89
H -2.00 1.65 -2.03
H 1.75 0.58 1.18
H 1.05 0.08 2.76
H 0.35 2.98 -2.43
H -0.34 3.92 -0.84
H 1.21 3.44 -0.95
H -1.35 -2.19 -1.44
H -2.80 -1.74 -0.60
H -2.61 -1.15 -2.30
H -0.90 -2.55 0.74
H 0.38 -2.69 1.89
H 3.13 -1.13 1.14
H 2.63 -1.90 2.72

**Multiplicity**: 3
**Total charge**: +1
**LUMO (alpha / beta)**: -3.21 / -8.15 eV
**Frontier orbital gap (alpha / beta)**: 6.41 / 4.43 eV
**DFT total energy**: -493.10575 Ha

Entry from OMol25: a structure of composition C7H13N4O2S in a non-equilibrium geometry (ωB97M-V with the def2-TZVPD basis set).

Element x y z (Å)
C -0.15 2.72 -0.69
C 0.54 -1.27 -1.07
C 0.57 -0.91 1.50
C -0.98 -1.57 -0.88
C -1.00 -1.13 1.48
C 1.87 2.87 0.73
C 2.52 -0.57 0.09
N 0.68 2.87 0.34
N 1.19 -0.86 0.17
N 3.19 -0.45 -1.03
N -1.40 -0.60 0.17
O 3.75 -0.90 -1.99
O -0.78 1.65 -0.95
S 3.72 0.02 1.22
H -0.19 3.62 -1.30
H 1.15 -2.06 -1.50
H 0.65 -0.54 -1.89
H 0.71 0.12 1.93
H 0.85 -1.78 2.17
H -1.54 -1.38 -1.72
H -1.12 -2.63 -0.47
H -1.24 -2.12 1.39
H -1.52 -0.54 2.34
H 2.80 2.66 0.30
H 2.00 3.27 1.81
H -1.13 0.53 -0.14
H -2.38 -0.50 0.07

**Multiplicity**: 1
**Total charge**: +1
**LUMO (alpha / beta)**: -4.01 / -4.01 eV
**Frontier orbital gap (alpha / beta)**: 7.47 / 7.47 eV
**DFT total energy**: -1041.76107 Ha

Entry from OMol25: a cluster of 2 separate species, C7H13NO in total in a non-equilibrium geometry (ωB97M-V with the def2-TZVPD basis set).

Element x y z (Å)
C 0.56 -0.02 1.99
C 0.68 -1.19 0.07
C 1.63 -1.98 -0.75
C 0.70 1.31 2.62
O 1.20 -0.26 0.87
H -0.13 -0.77 2.38
H -0.35 -1.49 0.21
H 2.53 -1.40 -0.95
H 1.17 -2.27 -1.70
H 1.95 -2.90 -0.24
H -0.14 1.97 2.39
H 0.76 1.22 3.71
H 1.60 1.80 2.26
C -0.50 1.17 -1.44
C -1.38 0.13 -1.98
C -2.59 -0.14 -1.49
N -0.86 1.94 -0.50
H -0.11 2.54 -0.17
H 0.49 1.22 -1.92
H -1.00 -0.41 -2.84
H -2.96 0.41 -0.64
H -3.23 -0.88 -1.92

**Multiplicity**: 1
**LUMO**: 0.50 eV
**Frontier orbital gap**: 6.83 eV
**DFT total energy**: -404.33377 Ha

Entry from OMol25: a structure of composition C7H13NO2S in a non-equilibrium geometry (ωB97M-V with the def2-TZVPD basis set).

Element x y z (Å)
C 3.29 -0.07 -0.24
C 2.23 -0.71 0.26
C -2.96 1.51 -1.29
C 0.27 1.47 1.71
C 2.05 -1.92 1.06
C -1.76 0.53 -1.07
C 0.04 0.62 0.47
N 1.21 0.14 -0.29
O 0.92 -2.65 0.60
O -0.72 1.34 -0.42
S 2.35 1.21 -0.99
H 4.34 -0.33 -0.37
H -3.62 1.80 -0.35
H -2.35 2.35 -1.53
H -3.69 1.11 -1.92
H 0.50 2.49 1.34
H -0.79 1.44 2.15
H 1.10 1.11 2.33
H 3.00 -2.57 1.12
H 1.89 -1.80 2.20
H -1.45 0.17 -2.04
H -2.16 -0.35 -0.56
H -0.32 -0.23 0.82
H 1.08 -2.73 -0.31

**Multiplicity**: 1
**LUMO**: 0.81 eV
**Frontier orbital gap**: 9.16 eV
**DFT total energy**: -877.81255 Ha

Entry from OMol25: a structure of composition C7H13NOPPb in a non-equilibrium geometry (ωB97M-V with the def2-TZVPD basis set).

Element x y z (Å)
C 0.53 -0.22 -2.64
C -0.73 -0.86 -2.49
C -0.54 -2.02 -1.71
C 0.84 -2.11 -1.39
C 1.49 -0.98 -1.93
Pb -0.12 0.23 0.26
P -0.70 2.94 0.43
H 0.74 0.61 -3.30
H -1.64 -0.62 -3.04
H -1.27 -2.81 -1.56
H 2.55 -0.81 -1.93
H 1.33 -2.97 -0.93
H -1.71 3.15 1.45
H -1.23 3.62 -0.74
H 0.45 3.71 0.87
C 0.63 0.74 4.40
C -0.07 -0.33 3.69
N -0.90 -1.17 4.33
O 0.07 -0.51 2.44
H 0.51 0.67 5.49
H 0.23 1.72 4.09
H 1.71 0.75 4.18
H -1.43 -1.85 3.80
H -1.02 -1.05 5.32

**Multiplicity**: 1
**Total charge**: +1
**LUMO**: -4.20 eV
**Frontier orbital gap**: 6.61 eV
**DFT total energy**: -938.43975 Ha

Entry from OMol25: an isolated molecule of C7H13NOS in a non-equilibrium geometry (ωB97M-V with the def2-TZVPD basis set).

Element x y z (Å)
C 1.53 1.33 -0.26
C 0.78 0.02 0.09
C 1.53 -1.15 -0.57
C 0.77 -0.31 1.57
C -0.66 0.10 -0.43
S -1.59 1.53 0.07
C -3.15 0.73 -0.35
N -2.93 -0.66 -0.11
C -1.75 -1.25 -0.24
O -1.43 -2.38 -0.14
H 2.55 1.01 -0.14
H 1.24 2.08 0.40
H 1.41 1.42 -1.33
H 2.11 -0.74 -1.49
H 2.18 -1.55 0.21
H 0.87 -1.88 -0.85
H 0.24 -1.18 1.98
H 0.38 0.47 2.16
H 1.79 -0.57 2.05
H -0.57 0.11 -1.58
H -3.39 1.03 -1.32
H -3.97 1.08 0.44
H -3.77 -1.20 -0.16

**Multiplicity**: 1
**LUMO**: 0.63 eV
**Frontier orbital gap**: 9.30 eV
**Structure (SMILES)**: CC(C)(C)[C@@H]1SCNC1=O
**DFT total energy**: -802.66973 Ha